Here is a 13-piece molecular cluster, C69H174N10O23 overall in a non-equilibrium geometry from OMol25. Energies are from wB97M-V/def2-TZVPD.

Its energy is -5010.67859 Eh. The calculation puts the relative energy (zero: lowest compared OMol25 entry of this formula, charge and spin) at 351.30 kJ/mol. The HOMO energy is -8.31 eV.

Last columns: bonded neighbours and bond lengths (Å).
Geometry (Å):
1 C 22.1861 6.6791 -21.0346  C2 1.556, H5 1.090, H6 1.090, H7 1.090
2 C 20.6618 6.7763 -21.3332  C1 1.556, C3 1.492, O4 1.437, H8 1.090
3 C 19.9098 5.4879 -21.3792  C2 1.492, H9 1.090, H10 1.090, H11 1.090
4 O 20.0112 7.4958 -20.2736  C2 1.437, H12 0.960
5 H 22.6299 7.6661 -20.9041  C1 1.090
6 H 22.7754 6.3009 -21.8699  C1 1.090
7 H 22.3416 6.0558 -20.1540  C1 1.090
8 H 20.4278 7.4016 -22.1948  C2 1.090
9 H 19.8642 5.0140 -20.3987  C3 1.090
10 H 20.3747 4.8623 -22.1411  C3 1.090
11 H 18.8793 5.7244 -21.6443  C3 1.090
12 H 20.5252 8.2747 -20.0482  O4 0.960
13 C 20.1480 1.6925 -4.4486  C14 1.526, H17 1.090, H18 1.090, H19 1.090
14 C 19.4882 2.3192 -5.6738  C13 1.526, C15 1.528, O16 1.409, H20 1.090
15 C 18.3225 3.2617 -5.3781  C14 1.528, H21 1.090, H22 1.090, H23 1.090
16 O 20.4880 2.9422 -6.4460  C14 1.409, H24 0.960
17 H 20.5870 2.4319 -3.7787  C13 1.090
18 H 20.8296 0.8809 -4.7033  C13 1.090
19 H 19.3306 1.1540 -3.9692  C13 1.090
20 H 19.1861 1.5063 -6.3342  C14 1.090
21 H 17.7974 3.4149 -6.3210  C15 1.090
22 H 18.6838 4.1921 -4.9399  C15 1.090
23 H 17.6869 2.7432 -4.6603  C15 1.090
24 H 20.1620 3.1336 -7.3284  O16 0.960
25 C 18.0824 -3.3339 -7.1311  C26 1.511, H29 1.090, H30 1.090, H31 1.090
26 C 18.9257 -3.7872 -8.2996  C25 1.511, C27 1.535, O28 1.440, H32 1.090
27 C 18.3395 -3.4769 -9.6833  C26 1.535, H33 1.090, H34 1.090, H35 1.090
28 O 20.1955 -3.1081 -8.2806  C26 1.440, H36 0.960
29 H 17.9473 -2.2523 -7.1275  C25 1.090
30 H 18.5560 -3.4568 -6.1571  C25 1.090
31 H 17.1140 -3.8326 -7.1703  C25 1.090
32 H 19.0513 -4.8590 -8.1456  C26 1.090
33 H 18.1909 -2.4139 -9.8733  C27 1.090
34 H 17.3660 -3.9211 -9.8908  C27 1.090
35 H 18.9961 -3.8216 -10.4821  C27 1.090
36 H 20.8757 -3.5540 -8.7907  O28 0.960
37 C 16.7638 13.0504 -20.3179  O38 1.402, H46 1.090, H47 1.090, H48 1.090
38 O 17.7656 12.9119 -19.3473  C37 1.402, C39 1.394
39 C 18.7347 11.9364 -19.5777  O38 1.394, C40 1.587, H49 1.090, H50 1.090
40 C 19.6134 11.8548 -18.2581  C39 1.587, N41 1.505, H51 1.090, H52 1.090
41 N 20.9653 11.2643 -18.5578  C40 1.505, C42 1.500, H53 1.010
42 C 21.8299 10.9048 -17.3859  N41 1.500, C43 1.536, H54 1.090, H55 1.090
43 C 21.3554 9.7093 -16.5461  C42 1.536, O44 1.412, H56 1.090, H57 1.090
44 O 22.2792 9.6552 -15.4801  C43 1.412, C45 1.412
45 C 22.0038 8.5353 -14.6646  O44 1.412, H58 1.090, H59 1.090, H60 1.090
46 H 17.2664 13.5829 -21.1254  C37 1.090
47 H 15.8697 13.5858 -19.9984  C37 1.090
48 H 16.4924 12.0788 -20.7304  C37 1.090
49 H 19.3152 12.1120 -20.4834  C39 1.090
50 H 18.1814 10.9997 -19.6457  C39 1.090
51 H 19.1268 11.2145 -17.5224  C40 1.090
52 H 19.8014 12.8483 -17.8511  C40 1.090
53 H 21.4768 11.8534 -19.1993  N41 1.010
54 H 21.9238 11.7597 -16.7163  C42 1.090
55 H 22.8184 10.6403 -17.7616  C42 1.090
56 H 21.4055 8.7928 -17.1340  C43 1.090
57 H 20.3561 9.9287 -16.1702  C43 1.090
58 H 20.9823 8.6159 -14.2931  C45 1.090
59 H 22.7183 8.6294 -13.8468  C45 1.090
60 H 22.2298 7.6234 -15.2173  C45 1.090
61 C 13.9353 0.6134 -18.5028  O62 1.399, H70 1.090, H71 1.090, H72 1.090
62 O 13.5473 -0.6152 -19.0469  C61 1.399, C63 1.432
63 C 13.2230 -1.5781 -18.0381  O62 1.432, C64 1.541, H73 1.090, H74 1.090
64 C 13.2064 -3.0039 -18.6212  C63 1.541, N65 1.458, H75 1.090, H76 1.090
65 N 12.3210 -3.1187 -19.7744  C64 1.458, C66 1.480, H77 1.010
66 C 12.4351 -4.3940 -20.5163  N65 1.480, C67 1.540, H78 1.090, H79 1.090
67 C 11.6372 -4.4067 -21.8335  C66 1.540, O68 1.405, H80 1.090, H81 1.090
68 O 12.0892 -3.2658 -22.5167  C67 1.405, C69 1.409
69 C 11.4459 -3.1045 -23.7598  O68 1.409, H82 1.090, H83 1.090, H84 1.090
70 H 14.9101 0.4952 -18.0296  C61 1.090
71 H 13.2672 0.9702 -17.7189  C61 1.090
72 H 13.8991 1.3619 -19.2943  C61 1.090
73 H 12.2849 -1.3942 -17.5144  C63 1.090
74 H 13.9378 -1.5027 -17.2187  C63 1.090
75 H 12.9178 -3.7538 -17.8846  C64 1.090
76 H 14.1947 -3.2478 -19.0110  C64 1.090
77 H 12.4140 -2.2734 -20.3193  N65 1.010
78 H 12.0713 -5.1578 -19.8289  C66 1.090
79 H 13.4810 -4.6226 -20.7212  C66 1.090
80 H 10.5545 -4.4429 -21.7130  C67 1.090
81 H 11.9906 -5.2998 -22.3490  C67 1.090
82 H 10.3715 -3.0640 -23.5802  C69 1.090
83 H 11.5522 -3.9352 -24.4575  C69 1.090
84 H 11.6696 -2.2189 -24.3545  C69 1.090
85 C 12.4589 -0.6870 -8.0734  O86 1.444, H94 1.090, H95 1.090, H96 1.090
86 O 12.6789 -0.4371 -9.4780  C85 1.444, C87 1.400
87 C 11.5363 -0.6942 -10.2447  O86 1.400, C88 1.504, H97 1.090, H98 1.090
88 C 11.7334 -0.2930 -11.6809  C87 1.504, N89 1.468, H99 1.090, H100 1.090
89 N 12.3122 1.0535 -11.7712  C88 1.468, C90 1.466, H101 1.010
90 C 11.2892 2.0990 -11.6797  N89 1.466, C91 1.594, H102 1.090, H103 1.090
91 C 12.0771 3.4284 -11.2884  C90 1.594, O92 1.426, H104 1.090, H105 1.090
92 O 12.6453 3.2329 -9.9949  C91 1.426, C93 1.424
93 C 13.0303 4.3693 -9.2280  O92 1.424, H106 1.090, H107 1.090, H108 1.090
94 H 11.8978 0.1183 -7.5993  C85 1.090
95 H 13.4727 -0.6663 -7.6737  C85 1.090
96 H 12.0295 -1.6749 -7.9063  C85 1.090
97 H 10.7248 -0.0723 -9.8667  C87 1.090
98 H 11.2702 -1.7437 -10.1191  C87 1.090
99 H 10.8194 -0.3034 -12.2747  C88 1.090
100 H 12.4378 -1.0832 -11.9408  C88 1.090
101 H 12.9085 1.1200 -10.9587  N89 1.010
102 H 10.4447 1.9139 -11.0159  C90 1.090
103 H 10.8282 2.2458 -12.6564  C90 1.090
104 H 11.2819 4.1727 -11.3292  C91 1.090
105 H 12.7866 3.6485 -12.0861  C91 1.090
106 H 13.9244 4.8267 -9.6516  C93 1.090
107 H 13.1528 4.1646 -8.1644  C93 1.090
108 H 12.3256 5.1903 -9.3600  C93 1.090
109 C 30.2122 3.6076 -12.6786  O110 1.434, H118 1.090, H119 1.090, H120 1.090
110 O 31.4403 4.3351 -12.5374  C109 1.434, C111 1.443
111 C 32.1998 4.5223 -13.7500  O110 1.443, C112 1.546, H121 1.090, H122 1.090
112 C 33.6152 5.0115 -13.3659  C111 1.546, N113 1.524, H123 1.090, H124 1.090
113 N 34.6461 5.0261 -14.4878  C112 1.524, C114 1.444, H125 1.010
114 C 34.1609 5.7176 -15.6589  N113 1.444, C115 1.498, H126 1.090, H127 1.090
115 C 35.3367 5.9304 -16.5627  C114 1.498, O116 1.418, H128 1.090, H129 1.090
116 O 36.4842 6.5159 -15.9709  C115 1.418, C117 1.441
117 C 37.7335 6.3696 -16.6734  O116 1.441, H130 1.090, H131 1.090, H132 1.090
118 H 29.9431 3.4817 -11.6299  C109 1.090
119 H 30.2566 2.6817 -13.2519  C109 1.090
120 H 29.3638 4.2030 -13.0160  C109 1.090
121 H 31.6968 5.4041 -14.1469  C111 1.090
122 H 32.2001 3.7121 -14.4791  C111 1.090
123 H 34.0294 4.3362 -12.6172  C112 1.090
124 H 33.4674 6.0176 -12.9734  C112 1.090
125 H 35.5314 5.4674 -14.2841  N113 1.010
126 H 33.5334 6.5698 -15.3978  C114 1.090
127 H 33.5695 4.9395 -16.1417  C114 1.090
128 H 35.0338 6.6695 -17.3044  C115 1.090
129 H 35.5630 5.0239 -17.1239  C115 1.090
130 H 37.5977 6.8385 -17.6480  C117 1.090
131 H 37.8858 5.3005 -16.8215  C117 1.090
132 H 38.5893 6.7710 -16.1306  C117 1.090
133 C 14.4544 10.2564 -13.2542  O134 1.425, H142 1.090, H143 1.090, H144 1.090
134 O 14.1360 10.8570 -14.5070  C133 1.425, C135 1.410
135 C 14.8556 12.0525 -14.7072  O134 1.410, C136 1.540, H145 1.090, H146 1.090
136 C 14.3371 12.8173 -15.9391  C135 1.540, N137 1.482, H147 1.090, H148 1.090
137 N 13.0797 13.4944 -15.5439  C136 1.482, C138 1.408, H149 1.010
138 C 12.5438 14.2965 -16.5700  N137 1.408, C139 1.608, H150 1.090, H151 1.090
139 C 11.0529 14.8234 -16.2762  C138 1.608, O140 1.457, H152 1.090, H153 1.090
140 O 10.1025 13.7426 -16.0507  C139 1.457, C141 1.425
141 C 9.7413 13.1714 -17.3058  O140 1.425, H154 1.090, H155 1.090, H156 1.090
142 H 15.3468 9.6390 -13.3568  C133 1.090
143 H 13.6076 9.6411 -12.9500  C133 1.090
144 H 14.4305 10.9503 -12.4140  C133 1.090
145 H 15.9211 11.8229 -14.7189  C135 1.090
146 H 14.7196 12.6697 -13.8191  C135 1.090
147 H 14.1886 12.1383 -16.7788  C136 1.090
148 H 15.0426 13.5748 -16.2805  C136 1.090
149 H 12.4534 12.8334 -15.1070  N137 1.010
150 H 12.4610 13.7161 -17.4888  C138 1.090
151 H 13.1612 15.1718 -16.7719  C138 1.090
152 H 10.7008 15.5507 -17.0077  C139 1.090
153 H 11.1938 15.4828 -15.4198  C139 1.090
154 H 10.5302 12.5791 -17.7693  C141 1.090
155 H 9.1892 13.9187 -17.8757  C141 1.090
156 H 8.9845 12.4409 -17.0197  C141 1.090
157 C 23.2726 -3.8531 -15.9342  O158 1.403, H166 1.090, H167 1.090, H168 1.090
158 O 23.9840 -3.9680 -14.7299  C157 1.403, C159 1.402
159 C 23.4267 -4.7486 -13.7068  O158 1.402, C160 1.505, H169 1.090, H170 1.090
160 C 24.1835 -4.7910 -12.4065  C159 1.505, N161 1.456, H171 1.090, H172 1.090
161 N 23.5303 -5.2378 -11.1847  C160 1.456, C162 1.483, H173 1.010
162 C 22.8827 -6.5692 -11.2651  N161 1.483, C163 1.541, H174 1.090, H175 1.090
163 C 23.8697 -7.7524 -11.2969  C162 1.541, O164 1.409, H176 1.090, H177 1.090
164 O 24.7055 -7.6828 -12.4294  C163 1.409, C165 1.475
165 C 25.5997 -8.8523 -12.5170  O164 1.475, H178 1.090, H179 1.090, H180 1.090
166 H 23.8538 -3.2413 -16.6242  C157 1.090
167 H 22.2832 -3.4011 -15.8637  C157 1.090
168 H 23.2295 -4.8140 -16.4469  C157 1.090
169 H 23.2077 -5.7494 -14.0790  C159 1.090
170 H 22.4186 -4.3934 -13.4930  C159 1.090
171 H 24.5820 -3.7777 -12.3559  C160 1.090
172 H 25.0587 -5.4157 -12.5850  C160 1.090
173 H 24.2949 -5.3920 -10.5430  N161 1.010
174 H 22.2144 -6.6152 -12.1249  C162 1.090
175 H 22.2389 -6.6670 -10.3910  C162 1.090
176 H 23.3240 -8.6959 -11.3072  C163 1.090
177 H 24.4267 -7.8009 -10.3612  C163 1.090
178 H 26.2814 -8.7591 -13.3623  C165 1.090
179 H 25.1708 -9.8501 -12.6090  C165 1.090
180 H 26.1710 -8.7628 -11.5930  C165 1.090
181 C 29.7838 -3.6324 -14.2316  O182 1.433, H190 1.090, H191 1.090, H192 1.090
182 O 31.1506 -3.3322 -13.9246  C181 1.433, C183 1.414
183 C 31.4225 -1.9601 -14.1303  O182 1.414, C184 1.561, H193 1.090, H194 1.090
184 C 32.9585 -1.6844 -14.1617  C183 1.561, N185 1.443, H195 1.090, H196 1.090
185 N 33.6762 -2.1968 -13.0193  C184 1.443, C186 1.491, H197 1.010
186 C 33.2797 -1.4911 -11.7670  N185 1.491, C187 1.544, H198 1.090, H199 1.090
187 C 33.9651 -2.1078 -10.5287  C186 1.544, O188 1.423, H200 1.090, H201 1.090
188 O 33.6355 -3.4898 -10.6163  C187 1.423, C189 1.405
189 C 33.9657 -4.2417 -9.4759  O188 1.405, H202 1.090, H203 1.090, H204 1.090
190 H 29.4290 -4.6337 -13.9872  C181 1.090
191 H 29.5276 -3.2782 -15.2302  C181 1.090
192 H 29.2277 -3.0025 -13.5373  C181 1.090
193 H 30.9872 -1.2858 -13.3928  C183 1.090
194 H 31.0265 -1.6290 -15.0903  C183 1.090
195 H 33.2242 -0.6740 -14.4727  C184 1.090
196 H 33.3240 -2.3032 -14.9812  C184 1.090
197 H 33.0780 -2.9644 -12.7490  N185 1.010
198 H 32.2182 -1.5159 -11.5204  C186 1.090
199 H 33.4140 -0.4128 -11.8530  C186 1.090
200 H 33.7654 -1.6445 -9.5625  C187 1.090
201 H 35.0450 -1.9864 -10.6132  C187 1.090
202 H 33.3148 -3.9819 -8.6411  C189 1.090
203 H 35.0079 -4.1605 -9.1670  C189 1.090
204 H 33.9293 -5.2982 -9.7414  C189 1.090
205 C 27.7626 -8.4497 -3.6888  O206 1.422, H214 1.090, H215 1.090, H216 1.090
206 O 27.9198 -7.7421 -4.9120  C205 1.422, C207 1.399
207 C 29.1762 -8.0509 -5.4442  O206 1.399, C208 1.499, H217 1.090, H218 1.090
208 C 29.5714 -7.0119 -6.4498  C207 1.499, N209 1.445, H219 1.090, H220 1.090
209 N 29.0134 -7.2217 -7.7659  C208 1.445, C210 1.485, H221 1.010
210 C 29.3662 -6.2053 -8.7895  N209 1.485, C211 1.580, H222 1.090, H223 1.090
211 C 28.8990 -4.7699 -8.3243  C210 1.580, O212 1.401, H224 1.090, H225 1.090
212 O 27.5150 -4.6966 -8.1223  C211 1.401, C213 1.448
213 C 27.0842 -3.3158 -8.0456  O212 1.448, H226 1.090, H227 1.090, H228 1.090
214 H 28.6182 -8.2354 -3.0485  C205 1.090
215 H 27.6989 -9.5375 -3.7159  C205 1.090
216 H 26.9098 -8.0656 -3.1289  C205 1.090
217 H 29.2398 -9.0600 -5.8515  C207 1.090
218 H 29.9745 -8.0137 -4.7030  C207 1.090
219 H 30.6613 -6.9997 -6.4650  C208 1.090
220 H 29.2935 -6.0232 -6.0847  C208 1.090
221 H 28.0101 -7.2309 -7.6499  N209 1.010
222 H 28.8896 -6.4286 -9.7440  C210 1.090
223 H 30.4467 -6.1561 -8.9243  C210 1.090
224 H 29.1569 -4.1109 -9.1533  C211 1.090
225 H 29.4608 -4.3342 -7.4981  C211 1.090
226 H 26.0073 -3.2749 -7.8822  C213 1.090
227 H 27.3242 -2.7871 -8.9681  C213 1.090
228 H 27.5128 -2.8118 -7.1794  C213 1.090
229 C 21.4465 0.5840 -18.5108  O230 1.442, H238 1.090, H239 1.090, H240 1.090
230 O 20.9272 -0.1324 -19.6494  C229 1.442, C231 1.473
231 C 19.5138 -0.5347 -19.5558  O230 1.473, C232 1.568, H241 1.090, H242 1.090
232 C 19.0724 -1.5498 -20.6661  C231 1.568, N233 1.427, H243 1.090, H244 1.090
233 N 19.6239 -2.8075 -20.2791  C232 1.427, C234 1.476, H245 1.010
234 C 19.3274 -3.8459 -21.2849  N233 1.476, C235 1.513, H246 1.090, H247 1.090
235 C 19.8755 -5.2030 -20.9020  C234 1.513, O236 1.461, H248 1.090, H249 1.090
236 O 21.3285 -5.2834 -20.7731  C235 1.461, C237 1.421
237 C 21.9539 -5.6164 -22.0049  O236 1.421, H250 1.090, H251 1.090, H252 1.090
238 H 20.6877 1.3223 -18.2513  C229 1.090
239 H 22.3680 1.1166 -18.7457  C229 1.090
240 H 21.4737 -0.1576 -17.7125  C229 1.090
241 H 18.9467 0.3905 -19.4524  C231 1.090
242 H 19.4774 -1.0119 -18.5765  C231 1.090
243 H 19.4075 -1.3293 -21.6796  C232 1.090
244 H 17.9956 -1.7134 -20.7077  C232 1.090
245 H 20.6271 -2.8043 -20.1619  N233 1.010
246 H 19.7009 -3.6704 -22.2938  C234 1.090
247 H 18.2456 -3.9317 -21.3869  C234 1.090
248 H 19.4565 -5.9971 -21.5200  C235 1.090
249 H 19.5456 -5.3781 -19.8780  C235 1.090
250 H 23.0276 -5.7287 -21.8542  C237 1.090
251 H 21.8453 -4.8108 -22.7310  C237 1.090
252 H 21.5956 -6.5432 -22.4531  C237 1.090
253 C 18.3518 4.2149 -14.3043  O254 1.383, H262 1.090, H263 1.090, H264 1.090
254 O 18.6912 2.8820 -14.1583  C253 1.383, C255 1.441
255 C 18.1669 2.2215 -12.9895  O254 1.441, C256 1.546, H265 1.090, H266 1.090
256 C 18.7372 2.8094 -11.6784  C255 1.546, N257 1.512, H267 1.090, H268 1.090
257 N 20.2467 2.8582 -11.5998  C256 1.512, C258 1.452, H269 1.010
258 C 20.9351 1.5802 -11.5633  N257 1.452, C259 1.567, H270 1.090, H271 1.090
259 C 22.4656 1.8279 -11.3385  C258 1.567, O260 1.386, H272 1.090, H273 1.090
260 O 23.0493 2.5072 -12.3960  C259 1.386, C261 1.402
261 C 23.4727 1.7151 -13.4721  O260 1.402, H274 1.090, H275 1.090, H276 1.090
262 H 19.0409 4.8876 -13.7938  C253 1.090
263 H 17.3510 4.4433 -13.9376  C253 1.090
264 H 18.3923 4.4930 -15.3574  C253 1.090
265 H 18.5958 1.2198 -13.0153  C255 1.090
266 H 17.0846 2.0920 -12.9910  C255 1.090
267 H 18.4331 2.2281 -10.8080  C256 1.090
268 H 18.4612 3.8382 -11.4470  C256 1.090
269 H 20.7302 3.3161 -12.3592  N257 1.010
270 H 20.7714 0.8947 -12.3948  C258 1.090
271 H 20.5672 1.0110 -10.7096  C258 1.090
272 H 22.9839 0.8869 -11.1540  C259 1.090
273 H 22.6570 2.4480 -10.4628  C259 1.090
274 H 22.6507 1.0310 -13.6827  C261 1.090
275 H 24.3266 1.0705 -13.2638  C261 1.090
276 H 23.6268 2.3522 -14.3430  C261 1.090